[1]
{"formula": "C24H24ClMnN4O7P", "method": "ωB97M-V/def2-TZVPD", "multiplicity": 2, "homo_energy_ha": [-0.330, -0.315], "homo_lumo_gap_ev": [8.5676, 8.1276], "s2": 0.80, "energy_ha": -3626.9482, "de_lowest_kj_mol": 75.9, "species": ["Mn", "N", "C", "C", "O", "O", "H", "H", "H", "H", "O", "N", "C", "C", "C", "C", "C", "C", "C", "P", "C", "C", "C", "C", "C", "C", "C", "C", "C", "C", "C", "C", "H", "H", "H", "H", "H", "H", "H", "H", "H", "H", "H", "H", "H", "H", "H", "H", "O", "Cl", "O", "O", "O", "N", "C", "C", "C", "N", "H", "H", "H", "H"], "xyz": [[1.3286, -0.5802, 1.4090], [0.1353, -0.9965, 3.1223], [0.7559, -2.2128, 3.6883], [2.2772, -2.0568, 3.6556], [2.9761, -2.7004, 4.4054], [2.6850, -1.2104, 2.7535], [0.1837, -0.2428, 3.8010], [-0.8431, -1.1683, 2.9239], [0.4880, -3.0507, 3.0434], [0.4314, -2.4284, 4.7054], [2.4348, 1.2327, 3.3302], [1.5533, 1.3034, 2.2741], [1.0308, 2.4618, 2.2007], [0.0657, 2.9838, 1.2253], [-0.3197, 4.3061, 1.4774], [-1.1404, 4.9998, 0.6099], [-1.5655, 4.3855, -0.5582], [-1.1905, 3.0789, -0.8184], [-0.4093, 2.3443, 0.0727], [0.0987, 0.6423, -0.4009], [1.1044, 1.1291, -1.8558], [2.3715, 1.6474, -1.5893], [3.1690, 2.1179, -2.6171], [2.7118, 2.0722, -3.9280], [1.4535, 1.5617, -4.1999], [0.6486, 1.0946, -3.1680], [-1.4143, -0.0814, -1.1180], [-1.2506, -1.1969, -1.9430], [-2.3537, -1.8553, -2.4580], [-3.6362, -1.4232, -2.1422], [-3.8068, -0.3382, -1.2993], [-2.7005, 0.3277, -0.7852], [2.7302, 0.2850, 3.3101], [1.3640, 3.1731, 2.9525], [0.0515, 4.7972, 2.3685], [-1.4233, 6.0202, 0.8314], [-2.1771, 4.9239, -1.2701], [-1.5041, 2.6170, -1.7458], [2.7437, 1.6677, -0.5718], [4.1532, 2.5099, -2.3964], [3.3385, 2.4304, -4.7344], [1.0898, 1.5236, -5.2187], [-0.3336, 0.7080, -3.4008], [-0.2530, -1.5521, -2.1745], [-2.2121, -2.7142, -3.1013], [-4.4975, -1.9410, -2.5442], [-4.8021, -0.0040, -1.0352], [-2.8530, 1.1646, -0.1168], [4.0516, -2.5988, -0.4963], [2.7863, -1.9756, -0.4701], [2.1443, -2.0025, -1.7456], [1.8996, -2.5950, 0.5333], [2.8956, -0.5829, 0.0036], [-0.6666, -3.6529, 0.3183], [-1.7297, -4.4632, 0.1802], [-2.8166, -3.7791, 0.6752], [-2.2867, -2.5470, 1.0916], [-0.9802, -2.4759, 0.8689], [0.3016, -3.8128, 0.0790], [-1.6386, -5.4463, -0.2493], [-3.8363, -4.1179, 0.7231], [-2.8122, -1.7063, 1.5186]], "lowdin_spin": [0.9983, -0.0033, -0.0009, 0.0007, -0.0006, 0.0012, -0.0001, 0.0019, -0.0001, -0.0005, 0.0016, -0.0073, -0.0001, -0.0002, 0.0004, 0.0000, 0.0004, -0.0004, -0.0012, -0.0036, -0.0028, -0.0005, 0.0000, -0.0002, -0.0001, -0.0006, 0.0021, 0.0003, 0.0000, 0.0004, 0.0000, 0.0005, 0.0004, -0.0003, 0.0000, 0.0000, 0.0000, 0.0000, -0.0002, 0.0000, 0.0000, 0.0000, 0.0000, 0.0000, 0.0000, 0.0000, 0.0000, 0.0000, -0.0011, 0.0003, 0.0009, 0.0003, 0.0010, 0.0005, 0.0000, 0.0002, 0.0004, 0.0125, 0.0000, 0.0000, 0.0001, 0.0000]}

---

[2]
{"formula": "C24H24F32NO11PS", "method": "ωB97M-V/def2-TZVPD", "smiles": "CP(O)[C@H]1OS(=O)(=O)O[C@H]1CON=O.FC(F)C(F)(F)COC(F)(F)C(F)F.FC(F)C(F)(F)COC(F)(F)C(F)F.FC(F)C(F)(F)COC(F)(F)C(F)F.FC(F)C(F)(F)COC(F)(F)C(F)F", "homo_energy_ha": -0.333, "homo_lumo_gap_ev": 8.3569, "energy_ha": -5746.2762, "species": ["C", "P", "O", "C", "O", "S", "O", "O", "O", "C", "C", "O", "N", "O", "H", "H", "H", "H", "H", "H", "H", "H", "F", "C", "F", "C", "F", "F", "C", "O", "C", "F", "F", "C", "F", "F", "H", "H", "H", "H", "F", "C", "F", "C", "F", "F", "C", "O", "C", "F", "F", "C", "F", "F", "H", "H", "H", "H", "F", "C", "F", "C", "F", "F", "C", "O", "C", "F", "F", "C", "F", "F", "H", "H", "H", "H", "F", "C", "F", "C", "F", "F", "C", "O", "C", "F", "F", "C", "F", "F", "H", "H", "H", "H"], "xyz": [[-5.7044, -6.2267, 2.6837], [-5.6611, -5.8261, 0.7824], [-3.9691, -5.8846, 0.3756], [-6.4189, -4.0858, 0.5843], [-7.0900, -3.6218, 1.8099], [-7.7486, -2.1165, 1.2468], [-8.0332, -1.3897, 2.5828], [-9.0610, -2.5783, 0.5699], [-6.4024, -1.6666, 0.2939], [-5.5202, -2.8451, 0.0018], [-4.0400, -2.5226, 0.6280], [-4.0222, -2.2617, 2.0800], [-4.1643, -0.9100, 2.2547], [-4.8671, -0.8263, 3.2765], [-6.6199, -6.9636, 2.8917], [-5.7387, -5.2647, 3.3525], [-4.7421, -6.8442, 3.0178], [-3.8417, -5.5616, -0.5647], [-7.2184, -4.2291, -0.2744], [-5.3618, -2.7270, -1.1569], [-3.5934, -1.5431, 0.1141], [-3.2510, -3.3753, 0.3932], [1.3798, 0.3169, -0.6935], [0.5274, -0.5567, -0.1109], [0.8112, -1.7759, -0.6436], [-0.9338, -0.1943, -0.3509], [-1.2506, -0.2565, -1.6717], [-1.7131, -1.1425, 0.2602], [-1.3646, 1.1712, 0.2070], [-1.3752, 2.2575, -0.7237], [-0.1182, 2.9004, -0.9267], [0.7601, 2.4671, 0.0099], [-0.3278, 4.2169, -0.6587], [0.4071, 2.7413, -2.3587], [0.5487, 1.4355, -2.7004], [1.6330, 3.3136, -2.4978], [0.7544, -0.6042, 0.9580], [-2.4127, 1.0655, 0.5082], [-0.8393, 1.4305, 1.1336], [-0.2723, 3.2059, -3.0787], [3.8739, 7.1186, -3.9285], [3.9555, 6.2103, -2.9298], [3.9944, 6.9227, -1.7716], [5.1859, 5.3184, -3.0516], [6.3341, 6.0376, -2.9371], [5.1879, 4.4494, -1.9910], [5.2486, 4.4689, -4.3305], [6.0394, 4.9965, -5.3995], [5.3805, 5.9452, -6.2364], [4.0555, 5.9457, -5.9518], [5.4884, 5.4606, -7.5023], [6.0090, 7.3421, -6.1619], [6.0019, 7.8300, -4.8955], [5.3184, 8.2318, -6.9242], [3.0356, 5.6187, -2.9212], [5.7542, 3.5360, -4.0577], [4.2566, 4.1516, -4.6726], [7.0455, 7.3238, -6.5098], [1.5538, -7.0381, -2.3648], [2.6808, -7.0430, -1.6173], [3.3807, -8.1472, -1.9938], [2.3887, -7.0783, -0.1215], [1.7532, -8.2268, 0.2336], [3.5865, -7.0985, 0.5455], [1.5947, -5.8766, 0.4140], [0.1840, -6.0664, 0.5569], [-0.5834, -5.8599, -0.6276], [0.2026, -5.2913, -1.5740], [-1.5154, -4.9233, -0.3068], [-1.2794, -7.1363, -1.1157], [-0.3899, -8.1304, -1.3653], [-1.9502, -6.9153, -2.2780], [3.2795, -6.1675, -1.8844], [1.9473, -5.7040, 1.4368], [1.8315, -4.9471, -0.1167], [-1.9928, -7.5018, -0.3719], [2.2830, 3.9592, 5.8092], [2.3700, 5.1738, 5.2208], [2.4671, 6.0787, 6.2320], [1.1652, 5.4828, 4.3394], [0.0202, 5.5520, 5.0695], [1.3383, 6.7339, 3.8057], [0.9555, 4.5161, 3.1634], [0.0079, 3.4651, 3.3726], [0.5132, 2.3110, 4.0415], [1.8640, 2.3936, 4.1133], [0.2484, 1.2607, 3.2195], [-0.1455, 2.0784, 5.4067], [0.0195, 3.1425, 6.2327], [0.4034, 1.0072, 6.0399], [3.3017, 5.2180, 4.6496], [0.5239, 5.1086, 2.3492], [1.9011, 4.1402, 2.7556], [-1.2189, 1.8999, 5.2980]], "lowdin_charge": [-0.2836, 0.9561, -0.3969, -0.4574, -0.2599, 0.8849, -0.2915, -0.3013, -0.2430, -0.2028, -0.1117, -0.1149, -0.0013, 0.0274, 0.0655, 0.0545, 0.0658, 0.0507, 0.1282, 0.1814, 0.1318, 0.1325, 0.0881, -0.2818, 0.0871, -0.4123, 0.1275, 0.0634, -0.0443, 0.0396, -0.4742, 0.1201, 0.1383, -0.2593, 0.0910, 0.0836, 0.1735, 0.1484, 0.1246, 0.1783, 0.0850, -0.2897, 0.0906, -0.4292, 0.1248, 0.0998, -0.0534, 0.0323, -0.4774, 0.1199, 0.1383, -0.2644, 0.0876, 0.0941, 0.1631, 0.1511, 0.1455, 0.1760, 0.0839, -0.2901, 0.0920, -0.4293, 0.1257, 0.1018, -0.0521, 0.0370, -0.4702, 0.1230, 0.1138, -0.2693, 0.0925, 0.0923, 0.1752, 0.1514, 0.1432, 0.1652, 0.0836, -0.2898, 0.0930, -0.4283, 0.1264, 0.1046, -0.0528, 0.0275, -0.4728, 0.1249, 0.1215, -0.2616, 0.0922, 0.0957, 0.1757, 0.1489, 0.1471, 0.1777]}

---

[3]
{"formula": "C24H24F9NO2P2Tl", "method": "ωB97M-V/def2-TZVPD", "homo_energy_ha": [-0.428, -0.410], "homo_lumo_gap_ev": [6.2072, 4.7782], "energy_ha": -2887.9276, "charge": 1, "species": ["C", "C", "C", "C", "C", "C", "C", "C", "C", "C", "C", "C", "C", "H", "H", "H", "H", "H", "H", "H", "N", "Tl", "C", "H", "H", "C", "H", "H", "P", "P", "C", "H", "H", "H", "C", "H", "H", "H", "C", "H", "H", "H", "C", "H", "H", "H", "C", "O", "H", "F", "C", "F", "F", "C", "O", "C", "F", "F", "F", "C", "F", "F", "F"], "xyz": [[-1.0369, -4.2576, 1.6590], [-0.2150, -3.3791, 0.9529], [-0.5348, -3.0275, -0.3968], [-1.8072, -3.3425, -0.8623], [-2.5928, -4.2940, -0.1859], [-2.1796, -4.7531, 1.0422], [-2.2761, -2.4235, -1.9896], [-1.1674, -2.1763, -2.9739], [0.0678, -1.8912, -2.3754], [0.9862, -1.0414, -3.0684], [0.7425, -0.7250, -4.4134], [-0.4040, -1.2087, -5.0485], [-1.3855, -1.8771, -4.3272], [-0.7580, -4.5524, 2.6757], [-3.5147, -4.6385, -0.6464], [-2.7734, -5.4824, 1.5879], [-3.1864, -2.8143, -2.4579], [1.4777, -0.1227, -4.9412], [-0.5317, -0.9807, -6.1039], [-2.2996, -2.1998, -4.8127], [0.2467, -2.0652, -1.0130], [-1.0287, 0.1169, -0.1745], [0.8703, -2.6075, 1.7279], [1.7989, -2.6074, 1.1104], [1.1224, -3.0717, 2.6832], [2.0883, -0.3260, -2.3246], [2.6317, -1.0416, -1.6752], [2.8069, 0.1675, -2.9792], [0.4262, -0.8943, 2.0183], [1.4521, 0.9706, -1.1875], [1.1545, 2.3407, -2.3472], [0.8541, 3.2435, -1.8035], [2.0749, 2.5563, -2.9022], [0.3693, 2.0757, -3.0598], [2.9080, 1.5062, -0.2437], [3.6365, 2.0003, -0.8992], [2.6103, 2.2098, 0.5424], [3.3822, 0.6329, 0.2265], [-0.7804, -1.0069, 3.3657], [-0.3473, -1.5159, 4.2294], [-1.0965, -0.0034, 3.6761], [-1.6572, -1.5639, 3.0346], [1.9090, -0.2079, 2.8570], [1.7674, 0.8670, 3.0620], [2.0705, -0.7312, 3.8140], [2.7938, -0.3524, 2.2153], [-2.4915, 2.2921, -1.8746], [-3.0449, 3.2244, -2.2019], [-2.6187, -1.3215, -1.6032], [0.9049, 4.4568, 0.0298], [-0.2328, 4.2843, 0.7520], [-0.5027, 5.4971, 1.2708], [-1.2230, 4.0024, -0.1451], [-0.1263, 3.1434, 1.7904], [0.1715, 1.9587, 1.2415], [1.0657, 3.5865, 2.7593], [0.8861, 4.8201, 3.2860], [1.2146, 2.7300, 3.8071], [2.2623, 3.5936, 2.1096], [-1.4168, 3.0806, 2.6696], [-1.7326, 4.2685, 3.2422], [-2.4777, 2.6873, 1.9076], [-1.3130, 2.1912, 3.6917]], "lowdin_charge": [-0.0300, -0.1870, -0.2403, -0.1395, -0.0073, -0.0517, -0.0783, -0.1569, -0.2290, -0.2004, -0.0222, -0.0386, -0.0082, 0.1282, 0.1244, 0.1208, 0.1306, 0.1226, 0.1189, 0.1225, 0.0805, 0.8460, -0.2944, 0.1056, 0.1017, -0.2824, 0.1007, 0.0974, 0.8461, 0.8551, -0.2311, 0.0350, 0.0640, 0.0429, -0.2118, 0.0712, 0.0264, 0.0460, -0.2279, 0.0642, 0.0402, 0.0509, -0.1981, 0.0319, 0.0716, 0.0459, -0.0029, 0.0972, 0.1137, 0.1374, -0.4926, 0.1701, 0.1027, -0.3483, -0.3155, -0.4755, 0.1619, 0.1268, 0.1302, -0.4828, 0.1629, 0.1254, 0.1329]}